1.
DFT (wB97M-V/def2-TZVPD) results for a structure of composition C27H37O2Pb.

CARTESIAN COORDINATES (ANGSTROEM)
1 C 3.31721 1.08177 0.83558
2 C -2.54477 -0.43567 1.88158
3 H -2.63519 -4.73804 -1.90048
4 H -0.04356 3.81239 2.66191
5 H 5.62683 -0.24612 -0.03075
6 H -0.14532 2.21712 -3.19270
7 C -2.40283 2.19280 -0.69984
8 H -1.21810 -4.33155 -4.25901
9 H -0.36963 -3.75613 -2.01314
10 C 4.67714 -0.71515 -0.32744
11 H 0.48410 3.63890 4.34991
12 H 4.07370 0.75812 -2.55408
13 C 0.36365 0.90938 4.52791
14 H 1.01005 1.36516 5.28947
15 H -1.07065 -3.42383 1.36471
16 C 2.07665 0.88371 1.53200
17 C -2.74235 -2.23470 0.44081
18 H -1.26804 3.27515 0.89939
19 C -0.11934 3.18248 3.55655
20 H 2.64745 -0.18514 -0.74706
21 H 4.84525 1.86965 -1.37776
22 H 4.84715 3.20145 3.00954
23 H -0.65885 0.84077 4.93037
24 H -3.38257 2.04446 -0.23549
25 O 1.27346 -0.06679 1.19966
26 C 4.30558 1.89176 1.38637
27 H 4.39745 -1.43044 0.45518
28 H -0.82332 -1.29860 3.03037
29 C -1.35873 -3.31732 -3.87854
30 H -3.91536 -2.10793 -4.75714
31 H 4.82401 -1.25882 -1.27276
32 C -1.65494 -2.49727 1.33223
33 C -0.69517 2.27305 -2.25212
34 H 2.59489 3.12798 4.06347
35 H -0.28164 1.31099 2.53000
36 H -3.14753 -1.03829 -3.55930
37 H -1.30490 -2.61087 -4.72909
38 C 2.80224 2.54662 3.16499
39 H -4.16288 -0.50094 0.31929
40 H -3.51739 -5.12209 -3.38266
41 H 0.74736 -0.09811 4.31717
42 H -4.27079 -4.09347 -2.17447
43 Pb -0.52450 -0.37723 -0.62770
44 H 3.11489 2.03319 -1.76224
45 C 3.57746 0.34288 -0.47625
46 C -2.04712 1.86075 -2.03679
47 C -1.28306 2.81800 -0.08409
48 C -3.61517 -2.02563 -3.69541
49 O -1.34383 -1.95917 -2.16777
50 H -2.70830 1.41769 -2.78451
51 H 5.26274 1.96197 0.89202
52 C 3.92723 1.30976 -1.61404
53 H 0.75473 3.31776 -0.88316
54 C -3.31124 -4.31413 -2.65443
55 C -0.45223 -2.91689 -2.74901
56 C 1.78572 1.77614 2.62913
57 H -3.12215 -2.90042 -0.31669
58 C -0.21201 2.85742 -1.03764
59 H -2.75496 0.48769 2.41831
60 C -1.52688 -1.38384 2.21047
61 C -3.28804 -0.95539 0.78410
62 H 0.56247 -2.63030 -3.15093
63 C 0.39756 1.77209 3.25819
64 C -2.72064 -3.09986 -3.24045
65 H -4.54953 -2.04202 -3.11096
66 H -1.16822 3.13923 3.88596
67 C 4.06475 2.59387 2.57923

HOMO energy = -0.130 hartree
Lowest unoccupied orbital energy = 0.97 eV
HOMO-LUMO gap = 4.49 eV
Net charge = -1

Computed Löwdin charges, given in elementary charges: C -0.150; C -0.204; H 0.106; H 0.068; H 0.071; H 0.067; C -0.223; H 0.115; H 0.122; C -0.081; H 0.062; H 0.068; C -0.075; H 0.071; H 0.075; C -0.347; C -0.253; H 0.065; C -0.086; H 0.096; H 0.070; H 0.072; H 0.074; H 0.081; O -0.273; C -0.076; H 0.080; H 0.070; C -0.158; H 0.110; H 0.067; C -0.231; C -0.261; H 0.098; H 0.101; H 0.095; H 0.128; C -0.080; H 0.074; H 0.114; H 0.075; H 0.089; Pb 1.642; H 0.073; C -0.393; C -0.277; C -0.181; C -0.023; O -0.436; H 0.064; H 0.090; C -0.079; H 0.074; C -0.038; C -0.299; C -0.137; H 0.046; C -0.201; H 0.082; C -0.214; C -0.224; H 0.129; C -0.386; C -0.241; H 0.096; H 0.076; C -0.127

2.
DFT (wB97M-V/def2-TZVPD) results for a cluster of 12 separate species, C42H64N3O20 in total.

CARTESIAN COORDINATES (ANGSTROEM)
1 C 1.48686 -0.28409 2.01894
2 H -2.24387 7.63151 -2.89393
3 C 2.27371 -0.95568 -4.87566
4 H -2.02747 -1.45463 0.06623
5 C 2.86148 -4.48977 -3.37480
6 H -2.22669 2.68402 -1.61557
7 N 0.27889 -0.86986 1.35766
8 H -5.55236 1.49877 2.06755
9 H 2.97312 1.66426 8.20560
10 O 3.01266 0.02802 5.29463
11 C -2.14925 6.68190 -2.52269
12 O -2.56707 1.40180 4.26189
13 H 3.40052 -4.61237 -4.36524
14 H 4.23446 -3.03245 -2.92956
15 H 2.52377 -0.75889 7.02075
16 H 2.22495 -0.58644 1.56152
17 H 1.69556 -1.80103 -5.48553
18 C -3.13381 -3.65098 -2.59175
19 H -4.26330 4.15923 -1.55020
20 C 2.79092 -2.88985 -1.37546
21 H -5.34880 -1.55230 -4.19979
22 H 4.09949 -4.78772 4.68685
23 H 5.00460 -0.88114 6.45616
24 C -6.10629 -0.34841 0.61571
25 C 1.79888 -0.26192 -3.63791
26 C -3.23506 -4.71855 -3.51197
27 C -3.90005 -2.38590 -2.88975
28 H -3.43860 2.64677 -4.04338
29 C -0.95128 2.31977 -5.17059
30 H -0.40308 5.36129 3.58617
31 H -0.67387 0.70884 -3.37292
32 O -6.04422 -3.79861 -5.67764
33 O -1.52268 1.08170 -3.30445
34 C -5.06193 1.61463 -0.28411
35 C 5.39588 -2.28589 2.65845
36 C 1.10247 3.93428 2.80203
37 C 3.30143 -3.28242 -2.65525
38 C -0.20711 -0.20941 0.04098
39 O -1.43819 -0.09738 3.18642
40 C 4.44717 -0.20598 7.06889
41 C -3.45938 6.03572 -2.11207
42 H -3.54423 1.08637 1.47063
43 H 1.81173 2.37227 3.94555
44 H 3.16722 -0.83977 4.98074
45 H 5.12075 -3.76922 5.16943
46 O 3.22023 -1.98035 -0.58703
47 H 4.47516 -0.45463 8.19104
48 C 1.12687 -4.85082 -1.55855
49 C 3.97604 1.14830 -3.67118
50 H -2.20878 0.09827 -0.67308
51 H 1.70522 0.70435 2.04587
52 O 1.31614 -6.24931 -3.39191
53 H 0.06040 6.49995 -2.56289
54 C -0.91842 5.93585 -2.59749
55 H -5.42568 -1.04482 0.14314
56 O 0.48883 3.18218 1.72535
57 H -2.34091 -5.40783 -3.34870
58 O 0.33800 0.81761 -0.38897
59 H -0.01646 1.94949 -5.20839
60 C -5.38585 0.88665 1.02921
61 C 4.84091 -4.19204 4.32021
62 H 5.67438 -1.42083 3.40700
63 H 1.53337 1.78679 7.02249
64 H 1.54148 3.74052 4.82500
65 O -0.62120 -3.84750 4.20979
66 H 3.11912 1.97040 6.67754
67 O -4.37016 6.76433 -2.03264
68 C 3.05588 0.08331 6.67491
69 H -1.03835 2.59462 -6.21522
70 O -4.09136 0.39692 1.37591
71 O -1.85012 1.89704 2.26886
72 H 0.16799 -5.52003 -1.17171
73 H -6.00496 1.80929 -0.52486
74 C -3.47090 1.82567 -4.53964
75 C 0.48765 5.31386 2.78104
76 O 0.15371 3.84150 -2.45174
77 C 3.56341 -0.48516 -5.46155
78 H 2.12994 1.30228 -2.23521
79 H 2.58078 -2.79337 3.49570
80 H 3.83377 -1.05107 -6.27877
81 H -0.31575 -0.56071 1.98304
82 H 6.11693 -2.94913 2.34090
83 H -4.17246 -5.77246 -5.18575
84 H -3.85092 2.06678 -5.53885
85 H 4.03945 -3.89305 2.62523
86 C 4.43281 0.45376 -4.89806
87 H 4.55320 2.08274 -3.39579
88 H -7.03765 -0.13842 0.17195
89 H -6.68459 -0.89724 1.54128
90 H 1.46033 -0.68307 2.97992
91 C -5.10702 -3.73537 -4.86681
92 C 2.58371 1.46888 7.23768
93 H -1.19713 -1.45044 -1.44019
94 O 0.93634 -3.35482 2.70129
95 H -4.20129 1.10461 -0.91650
96 H -4.67285 2.59660 0.12545
97 H 0.29974 5.91763 1.88110
98 N -1.81693 1.12183 3.26838
99 C -1.42473 -0.76649 -0.51863
100 O -2.53362 -3.75130 -1.60573
101 C -2.10326 3.74884 -1.87074
102 C -3.37820 4.59144 -1.77750
103 H 4.87856 -1.90267 1.78205
104 H 2.12906 3.96636 2.51172
105 O -1.07434 -2.94852 2.23886
106 C 2.59131 0.78620 -2.97482
107 H 0.31122 -1.85521 1.48717
108 H 1.21084 -3.41771 0.16829
109 H 1.10510 5.92231 3.41621
110 O 5.55583 0.73095 -5.40784
111 C -2.01491 1.24392 -4.64580
112 H -4.07982 1.12074 -4.14909
113 C -4.08184 -4.70246 -4.70463
114 N -0.28258 -3.43311 2.98066
115 O 0.72313 -0.67502 -3.25869
116 C -0.94679 4.48991 -2.38551
117 C 1.03575 3.21359 4.11606
118 H 4.94123 0.67119 6.89114
119 H 5.76965 -4.78560 3.96861
120 C -4.80435 -2.50110 -4.04941
121 O 3.25645 -2.36875 3.72392
122 C 1.80492 -5.28880 -2.79881
123 H -0.35719 2.79716 2.06808
124 H -3.83878 -1.45506 -2.20644
125 H -0.01109 2.78006 4.39330
126 H -0.77309 3.20118 -4.49521
127 C 4.32739 -3.18201 3.40341
128 C 1.59362 -3.59090 -0.84209
129 H -2.04943 0.63078 -5.44890

HOMO energy = -0.232 hartree
Lowest unoccupied orbital energy = -1.17 eV
Energy relative to the best compared isomer or geometry (same formula, charge and spin) = 0.000 eV
HOMO-LUMO gap = 5.13 eV
Net charge = -1

Atom charges from the Löwdin analysis, given in e for atoms 1 to 99: C 0.054; H 0.071; C 0.079; H 0.075; C 0.073; H 0.104; N 0.146; H 0.207; H 0.073; O -0.027; C 0.063; O -0.028; H 0.139; H 0.069; H 0.120; H -0.001; H 0.162; C -0.520; H 0.041; C -0.377; H 0.100; H 0.060; H 0.069; C -0.079; C -0.438; C 0.051; C 0.082; H -0.014; C -0.026; H 0.126; H 0.010; O 0.077; O -0.051; C -0.060; C -0.013; C -0.509; C 0.035; C -0.310; O -0.027; C -0.067; C -0.446; H -0.035; H 0.103; H 0.030; H 0.023; O 0.059; H 0.119; C 0.072; C 0.127; H 0.113; H 0.074; O 0.070; H 0.133; C 0.038; H 0.077; O -0.099; H 0.146; O 0.115; H 0.013; C -0.457; C -0.057; H 0.121; H 0.108; H 0.031; O -0.077; H -0.031; O 0.132; C -0.496; H 0.072; O -0.082; O -0.083; H 0.175; H 0.017; C -0.002; C -0.072; O 0.033; C 0.013; H 0.055; H -0.072; H 0.075; H -0.002; H 0.031; H 0.151; H 0.098; H 0.133; C -0.444; H 0.124; H 0.043; H 0.134; H 0.090; C -0.436; C 0.003; H 0.115; O -0.081; H 0.123; H 0.093; H 0.072; N -0.502; C -0.005

3.
DFT (wB97M-V/def2-TZVPD) results for a structure of composition C17H14F3N2O9PtS6.

CARTESIAN COORDINATES (ANGSTROEM)
1 C 0.49539 1.42435 4.27292
2 F -3.96831 2.23535 0.11202
3 C 0.10229 -0.54055 2.90682
4 C -0.02031 -5.51785 0.96332
5 S -0.46361 2.96095 -1.47058
6 H 0.07779 -6.55615 -0.94488
7 C 0.91199 1.51975 2.93022
8 H 1.61379 -5.81135 -0.43138
9 C 1.26449 3.62895 4.67822
10 O -1.86871 3.11095 -1.78128
11 S -0.23011 -0.13195 4.55112
12 C 1.59029 -0.11655 -3.34428
13 H 0.53019 -6.07985 1.71192
14 H -1.18711 0.05985 -5.25268
15 N 0.14669 -4.47925 -1.12958
16 O -2.02121 0.21715 1.08302
17 H 1.41179 4.45955 5.35212
18 H -1.64741 1.91695 -3.65108
19 C 0.52099 -5.69125 -0.44708
20 H 0.35699 2.38865 6.18462
21 S 0.15279 -3.72005 1.30452
22 H 0.24579 -4.37335 -2.12568
23 H 0.88139 -1.28415 -4.99338
24 C -4.08761 1.01115 -0.37808
25 C 0.67299 2.47615 5.15762
26 H 2.51539 -0.65915 -3.20238
27 O 3.86859 1.01715 -1.91218
28 C 1.66499 3.73545 3.34662
29 H 1.80319 2.75345 1.42532
30 Pt 0.26199 0.50105 0.06422
31 O 2.41319 2.35975 -0.48748
32 O -0.29051 2.58055 -0.03798
33 F -4.49841 1.09825 -1.64438
34 O -3.10661 -1.39275 -0.36758
35 H -0.18021 -1.50085 2.52102
36 C 0.13259 1.62845 -2.56128
37 F -5.09501 0.42345 0.30772
38 O -1.71821 0.34325 -1.34288
39 C 1.50359 2.69025 2.46212
40 N 0.68249 0.37485 2.21052
41 S -0.08361 -1.86065 -1.10538
42 H -1.08141 -5.75925 1.01412
43 O 0.32559 4.11125 -1.84618
44 C -0.47251 0.30465 -4.48048
45 S -2.55891 -0.06705 -0.23758
46 C 1.31719 0.92345 -2.46518
47 S 2.60099 1.14135 -1.22638
48 H 2.10699 4.65725 3.00232
49 O 2.36929 -0.06605 -0.34488
50 C -0.73731 1.34085 -3.60578
51 C 0.08889 -3.34075 -0.40658
52 C 0.68669 -0.44585 -4.33808

HOMO energy (spin up / spin down) = -0.176 / -0.176 hartree
Lowest unoccupied orbital energy (spin up / spin down) = 1.03 / 1.02 eV
HOMO-LUMO gap (spin up / spin down) = 5.82 / 5.82 eV
Net charge = -1

Computed Löwdin charges, given in elementary charges: C -0.459; F 0.145; C -0.460; C -0.402; S 0.500; H 0.122; C -0.286; H 0.123; C -0.094; O -0.310; S 1.064; C -0.112; H 0.076; H 0.102; N -0.080; O -0.351; H 0.097; H 0.113; C -0.243; H 0.099; S 0.975; H 0.137; H 0.098; C -0.645; C -0.104; H 0.113; O -0.318; C -0.061; H 0.081; Pt 1.040; O -0.340; O -0.399; F 0.129; O -0.314; H 0.003; C -0.268; F 0.097; O -0.434; C 0.012; N -0.079; S 0.875; H 0.081; O -0.292; C -0.066; S 0.438; C -0.302; S 0.442; H 0.106; O -0.478; C -0.070; C -1.010; C -0.092